{
  "formula": "C3H2N2O",
  "method": "ωB97M-V/def2-TZVPD",
  "homo_energy_ev": -10.8,
  "e_above_lowest_kj_mol": 188.6,
  "spin_multiplicity": 1,
  "e_tot_ha": -300.159584,
  "orbital_gap_ha": 0.3180,
  "elements": ["O", "C", "N", "C", "C", "N", "H", "H"],
  "positions_angstrom": [[1.978, -0.020, -0.229], [0.744, 0.105, 0.157], [-0.011, -1.071, 0.338], [-1.193, -0.825, -0.219], [-1.307, 0.656, -0.123], [-0.141, 1.151, 0.114], [-2.155, -1.324, -0.452], [-2.062, 1.312, 0.218]],
  "nbo_charge": [-0.4448, 0.7035, -0.3813, 0.0453, 0.0816, -0.4532, 0.2267, 0.2223]
}


{
  "formula": "C3H2N2O",
  "method": "ωB97M-V/def2-TZVPD",
  "homo_energy_ev": -12.2,
  "e_above_lowest_kj_mol": 171.6,
  "spin_multiplicity": 1,
  "e_tot_ha": -300.166066,
  "orbital_gap_ha": 0.4123,
  "elements": ["N", "C", "C", "O", "C", "N", "H", "H"],
  "positions_angstrom": [[-0.134, 2.388, -0.598], [-0.142, 1.243, -0.462], [-0.125, -0.206, -0.226], [-1.243, -0.732, 0.373], [1.129, -0.449, 0.681], [1.843, -1.196, 0.148], [-0.014, -0.724, -1.194], [-1.298, -0.336, 1.253]],
  "nbo_charge": [-0.2544, 0.2197, -0.0025, -0.6411, 0.1326, -0.1832, 0.2477, 0.4812]
}